[1]
H2N2O2S in the gas phase at a distorted geometry, computed with the ωB97M-V functional and the def2-TZVPD basis.

Structure (XYZ):
```
7
Properties=species:S:1:pos:R:3:forces:R:3:lowdin_charge:R:1
N 0.025738 0.401829 -1.830808 -1.55 1.47 0.28 -0.401
N -0.049762 -0.085721 1.963899 -1.36 -0.47 4.24 -0.175
O 0.776781 0.405306 2.708787 -1.04 -0.69 -2.78 0.008
O 0.174482 -0.020562 0.692158 3.20 1.63 -0.73 -0.418
S -0.680094 -0.465493 -0.754138 1.59 -0.97 -1.19 0.901
H -0.504019 1.342589 -1.973610 0.80 -2.26 0.31 0.036
H 0.256874 -1.577948 -0.806288 -1.64 1.29 -0.12 0.050
```
Positions in Å, forces in eV/Å.

Values from the calculation:
- LUMO (eV) = -0.01
- Kohn-Sham gap (eV) = 9.9
- 2S+1 = 1
- max |F| (eV Å⁻¹) = 4.48

***

[2]
2 unconnected molecules or ions with the total composition H2N2O2S at a distorted geometry, computed with the ωB97M-V functional and the def2-TZVPD basis.

Structure (XYZ):
```
7
Properties=species:S:1:pos:R:3:forces:R:3:lowdin_charge:R:1
N 0.032500 -0.203002 -1.093808 1.95 1.06 -1.23 -0.015
N -0.988862 -0.170327 -0.582628 -3.69 -3.46 -0.33 -0.247
O 2.805777 0.808923 0.421815 -0.97 -1.52 -0.16 -0.691
O -1.361440 0.205850 0.750438 -2.62 -1.02 -0.71 -0.009
S 2.038604 -0.493011 0.283392 1.50 1.42 0.56 0.706
H -1.851666 -0.832678 -0.919334 1.46 2.15 1.06 0.220
H -0.674912 0.684244 1.140123 2.37 1.37 0.82 0.035
```
Positions in Å, forces in eV/Å.

Values from the calculation:
- LUMO (alpha / beta) (eV) = -1.09 / -1.07
- Kohn-Sham gap (alpha / beta) (eV) = 7.4 / 7.3
- 2S+1 = 1
- max |F| (eV Å⁻¹) = 5.07

***

Taking the records one at a time from the top gives ΔE to the lowest compared entry with this formula, charge and spin values of 80.54; 81.86 kcal per mole.
Taking the records one at a time from the top gives M values of 94.095; 94.095 g mol⁻¹.